1.
{
  "formula": "C6H20NO5",
  "method": "the ωB97M-V functional and the def2-TZVPD basis",
  "lumo_ev": 3.6,
  "homo_energy_ev": -5.3,
  "relative_energy_kj_mol": 182.6,
  "charge": -1,
  "species": ["C", "O", "C", "C", "C", "C", "C", "N", "H", "H", "H", "H", "H", "H", "H", "H", "H", "H", "H", "H", "H", "H", "O", "H", "H", "O", "H", "H", "O", "H", "H", "O"],
  "positions_angstrom": [[1.0612, 1.7441, -1.2096], [-0.2537, 1.4389, -1.8545], [1.0111, 1.6023, 0.3899], [2.2042, 0.9165, 1.1077], [2.6014, -0.4653, 0.5637], [1.0896, -2.1278, -0.5226], [1.3906, -1.3073, 0.4898], [0.9468, 3.0089, 0.9666], [1.3796, 2.7627, -1.5623], [1.5848, 0.8485, -1.5924], [0.0921, 1.0313, 0.7332], [3.2065, 1.3700, 1.1262], [1.8234, 1.0607, 2.1437], [3.3489, -1.0227, 1.1120], [3.1445, -0.3048, -0.4245], [1.7409, -2.2509, -1.3718], [0.2371, -2.8112, -0.4647], [0.6304, -1.1975, 1.2876], [1.6644, 3.6232, 0.6077], [0.0773, 3.3437, 0.5943], [-2.1406, -0.9441, 2.1850], [-2.0841, -2.3638, 1.9619], [-1.6993, -1.6963, 2.5775], [-0.9455, 1.0856, -1.0715], [-2.4051, 0.9417, 0.3869], [-1.8183, 0.4608, -0.1929], [-3.0104, -2.2007, -0.6452], [-2.3388, -0.9967, 0.0090], [-2.6801, -1.9444, 0.2093], [-1.9375, -0.3079, -1.8399], [-0.9889, -1.1574, -2.5506], [-1.8998, -1.2219, -2.2493]],
  "atomic_forces_ev_per_a": [[-2.323, -2.399, 0.030], [0.410, 0.771, 1.899], [0.989, 1.655, -0.875], [0.717, 0.287, 0.338], [-0.391, 0.499, -0.750], [-0.163, -0.374, 0.970], [-1.219, -1.088, -1.041], [-0.763, -1.402, 0.381], [0.152, -1.101, 0.439], [1.010, 1.023, 0.051], [0.953, 0.870, -0.807], [-0.539, 1.233, -0.316], [0.620, -1.127, -0.225], [0.276, 0.279, 0.881], [-1.067, -0.258, 0.795], [0.265, 0.081, -0.250], [0.037, 0.561, -0.129], [0.633, -0.184, -0.254], [0.250, -0.297, -0.290], [-0.455, 0.602, 0.006], [0.113, 0.622, -0.006], [0.573, 0.394, 0.343], [-0.364, -0.872, 0.058], [0.893, 0.669, -0.924], [-0.176, 0.486, -0.056], [-0.161, -0.224, 0.302], [0.000, -0.281, -0.483], [0.130, -0.624, 0.282], [-0.312, 0.413, 0.296], [-0.525, -1.193, 0.009], [0.195, -0.393, -0.193], [0.243, 1.372, -0.482]]
}

2.
{
  "formula": "C3H5N3O",
  "method": "the ωB97M-V functional and the def2-TZVPD basis",
  "lumo_ev": 0.9,
  "homo_energy_ev": -9.7,
  "relative_energy_kj_mol": 270.2,
  "smiles": "NCc1ncno1",
  "species": ["C", "C", "C", "H", "H", "H", "H", "H", "N", "N", "N", "O"],
  "positions_angstrom": [[-1.6481, -0.6980, -0.0983], [-0.0808, -0.2884, -0.0636], [1.6065, 0.8898, -0.0346], [-2.1069, 1.0028, 0.9689], [-2.4314, 1.1487, -0.6438], [-1.6829, -1.2528, 0.8352], [-2.0063, -1.2482, -1.0392], [2.1719, 1.7553, 0.1112], [-2.4467, 0.4363, 0.1133], [0.2073, 1.0340, -0.0887], [2.1095, -0.3071, 0.0262], [0.9624, -1.1210, 0.0739]],
  "atomic_forces_ev_per_a": [[2.306, -0.443, -0.229], [-1.862, 1.904, -0.642], [-1.446, -0.293, 0.401], [-0.760, -1.417, -1.814], [0.165, -1.039, 0.537], [-0.532, -0.944, -0.331], [0.994, 0.487, 1.565], [1.223, 0.964, -0.280], [-0.449, 3.274, 1.242], [1.871, -4.082, -0.010], [-0.403, 0.651, 0.450], [-1.107, 0.938, -0.890]]
}

3.
{
  "formula": "H3N2O2S",
  "method": "the ωB97M-V functional and the def2-TZVPD basis",
  "lumo_ev": 4.3,
  "homo_energy_ev": -3.4,
  "relative_energy_kj_mol": 101.6,
  "charge": -1,
  "species": ["N", "N", "O", "O", "S", "H", "H", "H"],
  "positions_angstrom": [[-0.2087, -0.6157, 1.4588], [0.8070, 0.1276, 0.4201], [0.8295, 1.3534, -2.0233], [-1.0227, -0.1826, -1.4788], [-0.1145, 0.9011, -0.9485], [-0.6999, 0.2453, 1.7218], [-0.8330, -1.1508, 0.8727], [1.2424, -0.6784, -0.0228]],
  "atomic_forces_ev_per_a": [[2.142, 2.385, -1.765], [-1.040, -1.703, 0.880], [0.288, -0.959, 1.328], [0.861, 0.114, 0.641], [-1.951, 0.872, -0.745], [-0.252, -0.582, 0.140], [-0.409, 0.086, -0.465], [0.360, -0.213, -0.013]]
}

4.
{
  "formula": "C22H25F3N3O2S",
  "method": "the ωB97M-V functional and the def2-TZVPD basis",
  "lumo_ev": -2.0,
  "homo_energy_ev": -10.8,
  "relative_energy_kj_mol": 0.0,
  "charge": 1,
  "smiles": "O=C(CCN1CC[NH+](CCO)CC1)N1c2ccccc2Sc2ccc(C(F)(F)F)cc21",
  "species": ["O", "C", "N", "C", "C", "C", "C", "C", "C", "S", "C", "C", "C", "C", "C", "C", "H", "C", "F", "F", "F", "H", "H", "H", "H", "H", "H", "C", "H", "H", "C", "N", "C", "C", "N", "H", "C", "H", "H", "C", "H", "O", "H", "H", "C", "C", "H", "H", "H", "H", "H", "H", "H", "H", "H", "H"],
  "positions_angstrom": [[-0.1771, -0.3537, -0.9497], [0.9528, -0.6375, -0.5586], [1.7699, 0.3255, -0.0702], [3.1362, 0.1830, 0.2851], [3.5427, -0.7184, 1.2615], [4.8846, -0.8528, 1.5696], [5.8292, -0.0727, 0.9211], [5.4288, 0.8705, -0.0061], [4.0828, 1.0104, -0.3159], [3.5915, 2.2804, -1.4524], [2.0215, 2.6564, -0.7476], [1.4985, 3.9417, -0.8498], [0.2600, 4.2328, -0.3137], [-0.4434, 3.2445, 0.3678], [0.0822, 1.9703, 0.4986], [1.2954, 1.6646, -0.0931], [-0.4573, 1.2069, 1.0325], [-1.7937, 3.5601, 0.9440], [-2.4144, 2.4677, 1.4361], [-1.7343, 4.4406, 1.9518], [-2.6279, 4.0785, 0.0310], [-0.1583, 5.2219, -0.4140], [2.0650, 4.7004, -1.3655], [6.1482, 1.5089, -0.4937], [6.8759, -0.1822, 1.1551], [5.1906, -1.5643, 2.3199], [2.8042, -1.3090, 1.7811], [1.4318, -2.0665, -0.6160], [2.4971, -2.1649, -0.4247], [1.2256, -2.4266, -1.6255], [0.6278, -2.9203, 0.3964], [-0.7729, -2.5998, 0.3284], [-1.5647, -2.4530, 1.5182], [-2.5643, -1.2987, 1.2655], [-2.6621, -1.0499, -0.1890], [-1.7172, -0.6765, -0.5076], [-3.7113, -0.0580, -0.5073], [-3.7599, 0.6639, 0.3101], [-4.6738, -0.5640, -0.5995], [-3.3805, 0.7271, -1.7731], [-3.1482, 0.0525, -2.6087], [-2.2775, 1.5434, -1.4649], [-2.0478, 2.0863, -2.2249], [-4.2562, 1.3301, -2.0457], [-2.8408, -2.3384, -0.8871], [-1.5403, -3.1563, -0.7576], [-1.7847, -4.2205, -0.6020], [-0.9524, -3.0719, -1.6716], [-3.0727, -2.1545, -1.9356], [-3.6857, -2.8600, -0.4311], [-2.2342, -0.3763, 1.7445], [-3.5553, -1.5516, 1.6485], [-2.1099, -3.3782, 1.7650], [-0.9272, -2.2096, 2.3675], [0.8274, -3.9822, 0.1961], [0.9760, -2.6997, 1.4070]],
  "atomic_forces_ev_per_a": [[0.229, 0.178, -0.307], [0.073, -0.508, -0.327], [0.067, 0.436, 0.060], [0.574, -0.227, 0.224], [0.031, 0.141, -0.044], [-0.027, -0.057, -0.011], [0.004, -0.021, -0.030], [-0.106, -0.047, 0.020], [-0.208, 0.150, -0.160], [-0.073, -0.244, 0.025], [-0.003, -0.271, 0.088], [-0.016, -0.068, -0.006], [-0.072, -0.167, 0.047], [0.040, -0.162, 0.089], [0.021, 0.384, 0.003], [-0.285, 0.596, -0.031], [-0.059, -0.038, 0.011], [-0.207, 0.056, 0.066], [0.055, -0.302, 0.124], [0.172, 0.113, 0.047], [0.037, 0.183, -0.197], [-0.031, 0.122, -0.011], [0.072, 0.129, -0.017], [0.111, 0.096, -0.009], [0.112, -0.005, 0.036], [0.036, -0.067, 0.080], [-0.093, -0.058, 0.063], [-0.121, -0.104, 0.080], [-0.039, -0.071, -0.088], [0.039, 0.096, -0.005], [0.112, 0.095, -0.158], [-0.180, -0.391, 0.303], [-0.083, -0.096, -0.034], [0.157, -0.234, 0.687], [0.427, 0.291, -0.185], [-0.297, -0.132, 0.197], [-0.319, 0.706, -0.442], [-0.002, -0.138, 0.015], [0.081, -0.049, 0.060], [-0.211, -0.142, 0.014], [-0.101, 0.017, 0.036], [-0.002, 0.016, 0.090], [0.050, -0.007, -0.026], [0.022, -0.185, 0.041], [0.019, -0.585, -0.366], [0.197, 0.061, 0.036], [-0.018, 0.093, -0.053], [-0.071, -0.017, -0.028], [-0.054, 0.068, 0.094], [-0.001, 0.157, -0.003], [-0.040, 0.027, -0.131], [-0.021, 0.115, -0.113], [0.013, 0.068, 0.079], [-0.056, 0.001, -0.018], [0.051, 0.061, 0.090], [-0.008, -0.063, -0.006]]
}